# 1
{"formula": "C26H57N6O10S2", "method": "ωB97M-V with the def2-TZVPD basis set", "multiplicity": 1, "charge": -1, "homo_lumo_gap_ha": 0.280, "lumo_ev": 1.79, "species": ["C", "C", "C", "S", "O", "O", "N", "S", "O", "O", "C", "C", "C", "C", "C", "C", "C", "O", "C", "H", "H", "H", "H", "H", "H", "H", "H", "H", "H", "H", "H", "H", "H", "H", "H", "H", "H", "H", "H", "H", "H", "C", "C", "O", "N", "C", "H", "H", "H", "H", "H", "H", "H", "C", "C", "O", "N", "C", "H", "H", "H", "H", "H", "H", "H", "C", "C", "O", "N", "C", "H", "H", "H", "H", "H", "H", "H", "C", "C", "O", "N", "C", "H", "H", "H", "H", "H", "H", "H", "C", "C", "O", "N", "C", "H", "H", "H", "H", "H", "H", "H"], "xyz": [[2.6116, -2.3374, -1.1880], [3.0670, -1.4783, -0.2814], [4.3948, -0.7858, -0.3933], [4.5630, 0.7202, 0.5898], [3.4215, 0.7431, 1.4921], [5.8653, 0.6191, 1.2219], [4.6160, 1.9650, -0.3768], [3.4172, 2.2878, -1.3754], [3.7746, 3.4835, -2.1025], [3.0397, 1.1306, -2.1668], [1.9942, 2.7100, -0.3555], [0.7543, 1.8611, -0.6036], [-0.3073, 2.1198, 0.4703], [-1.3568, 0.9979, 0.5570], [-2.7633, 1.5397, 0.8042], [-3.8342, 0.4632, 0.9990], [-3.8638, -0.6075, -0.0813], [-4.0379, -0.0606, -1.3736], [-5.3828, 0.1296, -1.7599], [1.6897, -2.8852, -1.0325], [3.1336, -2.5001, -2.1256], [2.4777, -1.2444, 0.5988], [5.1847, -1.4364, -0.0123], [4.6173, -0.5316, -1.4280], [2.3013, 2.6539, 0.6876], [1.7887, 3.7557, -0.5934], [0.3404, 2.1240, -1.5797], [1.0162, 0.8015, -0.6328], [0.2104, 2.2086, 1.4299], [-0.8260, 3.0509, 0.2312], [-1.0894, 0.3152, 1.3717], [-1.3376, 0.4204, -0.3706], [-2.7320, 2.1455, 1.7168], [-3.0335, 2.1938, -0.0285], [-3.6897, -0.0224, 1.9712], [-4.8202, 0.9422, 1.0339], [-4.6649, -1.3272, 0.1324], [-2.9263, -1.1666, -0.0989], [-6.0836, -0.3698, -1.0864], [-5.5294, -0.2877, -2.7594], [-5.6273, 1.1977, -1.8004], [10.4711, -1.7702, 1.8225], [9.0076, -1.6242, 1.4567], [8.5509, -2.2175, 0.4861], [8.2439, -0.8181, 2.2215], [8.6461, -0.0606, 3.3822], [10.9122, -2.4364, 1.0856], [10.9934, -0.8154, 1.7787], [10.6063, -2.2033, 2.8154], [7.2800, -0.7154, 1.9227], [8.0670, -0.3558, 4.2602], [8.4832, 1.0057, 3.2161], [9.6993, -0.2211, 3.5951], [-10.3999, -2.2319, -0.8297], [-9.3434, -1.1988, -0.5324], [-8.1593, -1.4027, -0.7544], [-9.7455, -0.0224, 0.0203], [-11.0892, 0.3854, 0.3655], [-9.9104, -3.0999, -1.2590], [-10.9042, -2.5450, 0.0834], [-11.1384, -1.8507, -1.5372], [-8.9891, 0.6196, 0.1993], [-11.3812, 1.2832, -0.1830], [-11.1741, 0.5937, 1.4338], [-11.7897, -0.4064, 0.1200], [-8.0660, -4.3160, 1.3687], [-9.3686, -5.0306, 1.6435], [-10.4481, -4.5797, 1.2915], [-9.3029, -6.2183, 2.3039], [-8.1276, -6.9081, 2.7911], [-8.2687, -3.3956, 0.8293], [-7.5485, -4.0767, 2.2987], [-7.4036, -4.9326, 0.7598], [-10.2031, -6.6458, 2.4545], [-8.0293, -7.8914, 2.3275], [-8.1718, -7.0421, 3.8735], [-7.2367, -6.3346, 2.5578], [-3.3252, 6.0271, -2.2139], [-2.0326, 5.5717, -1.5710], [-1.6353, 4.4272, -1.6648], [-1.3146, 6.4985, -0.8754], [-1.6209, 7.8932, -0.6592], [-3.7579, 5.1699, -2.7204], [-4.0289, 6.3966, -1.4664], [-3.1456, 6.8208, -2.9404], [-0.4619, 6.1291, -0.4824], [-0.8418, 8.5367, -1.0733], [-1.7162, 8.1159, 0.4058], [-2.5599, 8.1471, -1.1420], [10.7257, -0.2041, -1.9270], [11.9244, -0.5918, -1.0951], [12.2556, 0.0464, -0.1106], [12.6115, -1.7108, -1.4596], [12.3388, -2.6000, -2.5662], [10.2939, 0.6915, -1.4917], [11.0092, -0.0028, -2.9613], [9.9734, -0.9941, -1.9148], [13.3893, -1.9215, -0.8548], [12.1295, -3.6123, -2.2150], [13.1845, -2.6428, -3.2565], [11.4704, -2.2503, -3.1147]], "mulliken_charge": [-0.818, 0.109, -1.059, 1.230, -0.708, -0.768, -0.676, 1.145, -0.776, -0.659, -1.190, -0.162, -0.618, -0.683, -0.474, -0.697, -0.631, -0.402, -0.489, 0.265, 0.262, 0.340, 0.498, 0.415, 0.540, 0.359, 0.299, 0.324, 0.522, 0.163, 0.185, 0.377, 0.420, 0.191, 0.432, 0.283, 0.339, 0.390, 0.196, 0.242, 0.236, -1.485, 0.958, -0.683, -0.003, -0.990, 0.268, 0.382, 0.457, 0.216, 0.288, 0.276, 0.394, -1.519, 0.807, -0.598, -0.149, -0.901, 0.302, 0.435, 0.470, 0.235, 0.294, 0.283, 0.344, -0.778, 0.763, -0.647, -0.191, -0.820, -0.213, 0.395, 0.363, 0.230, 0.277, 0.276, 0.314, -1.453, 0.844, -0.568, -0.107, -0.932, 0.300, 0.378, 0.398, 0.204, 0.295, 0.289, 0.350, -1.395, 0.835, -0.669, -0.153, -0.830, 0.311, 0.426, 0.361, 0.236, 0.275, 0.288, 0.317]}


# 2
{"formula": "C42H90BrClI2O14S", "method": "ωB97M-V with the def2-TZVPD basis set", "multiplicity": 1, "homo_lumo_gap_ha": 0.303, "lumo_ev": -0.29, "species": ["C", "C", "C", "C", "C", "Br", "C", "C", "C", "C", "I", "C", "C", "I", "C", "C", "O", "O", "C", "C", "C", "C", "C", "C", "C", "C", "C", "C", "C", "C", "O", "C", "C", "C", "O", "Cl", "O", "S", "O", "O", "H", "H", "H", "H", "H", "H", "H", "H", "H", "H", "H", "H", "H", "H", "H", "H", "H", "H", "H", "H", "H", "H", "H", "H", "H", "H", "H", "H", "H", "H", "H", "H", "H", "H", "H", "H", "H", "H", "H", "H", "H", "H", "H", "H", "H", "H", "H", "H", "C", "C", "O", "H", "H", "H", "H", "H", "H", "C", "C", "O", "H", "H", "H", "H", "H", "H", "C", "C", "O", "H", "H", "H", "H", "H", "H", "C", "C", "O", "H", "H", "H", "H", "H", "H", "C", "C", "O", "H", "H", "H", "H", "H", "H", "C", "C", "O", "H", "H", "H", "H", "H", "H", "C", "C", "O", "H", "H", "H", "H", "H", "H"], "xyz": [[1.1096, 2.0236, 4.1602], [0.4744, 1.9753, 2.7026], [1.3345, 1.4095, 1.5080], [1.9240, -0.1136, 1.5909], [3.3909, 0.2603, 2.1708], [4.4787, -0.9504, 3.2327], [4.4285, 0.9200, 1.0915], [5.2467, 2.1252, 1.8102], [1.9952, -0.7789, 0.0767], [3.2276, -1.7445, -0.1447], [3.6922, -3.6051, 0.9620], [4.2565, -1.4578, -1.1214], [4.3207, -0.1590, -2.0193], [5.9836, -2.7916, -1.4866], [0.5719, -1.2299, -0.5962], [0.0671, 0.0138, -1.5233], [-0.9576, -0.3182, -2.4815], [-1.0791, 0.7363, -3.3479], [0.7434, -2.3642, -1.7525], [1.1830, -3.8416, -1.3243], [1.6319, -1.9952, -3.0210], [0.7837, -2.2264, -4.3982], [-0.6034, -1.5849, 0.4366], [-1.6297, -2.7808, 0.0119], [-2.5757, -3.2278, 1.2651], [-3.5687, -4.3525, 0.6289], [-4.9537, -4.4875, 1.4232], [-6.1465, -3.5752, 0.8534], [-7.1844, -4.3428, -0.0903], [-8.0258, -3.3702, -1.0608], [-9.4574, -3.5544, -0.9441], [-10.1873, -2.5025, -1.6242], [-1.5988, -0.4401, 0.8962], [-2.8709, -0.1311, -0.0066], [-3.8928, -0.8060, -0.1591], [-3.0126, 1.4974, -0.9043], [0.0752, -2.3013, 1.5304], [0.9335, -1.3097, 2.5553], [-0.0407, -0.8088, 3.5807], [1.7156, -2.3391, 3.3637], [1.9144, 2.8457, 4.1932], [1.6059, 1.0559, 4.4972], [0.3188, 2.3425, 4.9317], [-0.5800, 1.5266, 2.8249], [0.2486, 3.0789, 2.4349], [2.1713, 2.1986, 1.3987], [0.7257, 1.5977, 0.5673], [3.2804, 1.1535, 2.8957], [5.2057, 0.1200, 0.8852], [3.9116, 1.3454, 0.1775], [6.1550, 2.4326, 1.1848], [5.6900, 1.7366, 2.8026], [4.5611, 2.9918, 2.0794], [2.2544, 0.1866, -0.5032], [5.0896, 0.5940, -1.6246], [4.7018, -0.4739, -3.0584], [3.3516, 0.3987, -2.1888], [0.9346, 0.4880, -2.1219], [-0.3659, 0.8986, -0.9667], [-1.9560, 0.6616, -3.7843], [-0.2813, -2.6107, -2.2268], [2.2538, -4.1300, -1.5921], [0.9905, -3.9491, -0.1928], [0.5334, -4.6774, -1.7880], [2.0466, -0.9546, -3.1157], [2.5360, -2.6997, -3.1564], [1.5292, -2.2754, -5.2574], [0.1079, -1.3210, -4.5825], [0.1461, -3.1811, -4.3348], [-2.2226, -2.5464, -0.9279], [-1.1174, -3.7757, -0.1837], [-1.9672, -3.7815, 2.0539], [-3.2530, -2.4169, 1.6559], [-3.0377, -5.3421, 0.4253], [-3.8358, -3.9313, -0.4140], [-4.7582, -4.1261, 2.4922], [-5.3288, -5.5698, 1.4116], [-6.7390, -3.2218, 1.7772], [-5.8085, -2.6285, 0.3198], [-6.6225, -5.1359, -0.7007], [-7.9504, -4.9211, 0.5412], [-7.7533, -3.6518, -2.1450], [-7.7325, -2.2681, -0.9130], [-9.7412, -1.4621, -1.4541], [-11.2620, -2.4461, -1.2268], [-10.2688, -2.6572, -2.7532], [-1.1320, 0.6085, 1.0002], [-2.0066, -0.6588, 1.9522], [8.0387, 6.0462, 2.1432], [7.1443, 4.8294, 2.0074], [7.1409, 4.3689, 0.6623], [7.6964, 6.8488, 1.4848], [8.0457, 6.4131, 3.1724], [9.0638, 5.8072, 1.8483], [6.1175, 5.0787, 2.2834], [7.4886, 4.0172, 2.6564], [8.0564, 4.1408, 0.4279], [10.9840, 4.3902, -2.4049], [9.6868, 4.6288, -1.6588], [9.8110, 4.1983, -0.3056], [11.2500, 3.3304, -2.3827], [10.8997, 4.7112, -3.4458], [11.8075, 4.9354, -1.9340], [8.8719, 4.0660, -2.1182], [9.4207, 5.6903, -1.6669], [10.5272, 4.7061, 0.0976], [2.9332, -1.5231, 7.5662], [3.1622, -0.0262, 7.6394], [4.0272, 0.3911, 6.5903], [3.8823, -2.0600, 7.6412], [2.2742, -1.8573, 8.3712], [2.4850, -1.7995, 6.6072], [3.6294, 0.2436, 8.5888], [2.2159, 0.5183, 7.5533], [3.6027, 0.1570, 5.7547], [-7.4405, 1.2193, -2.9545], [-7.0039, 2.6676, -3.0638], [-6.4575, 3.1136, -1.8281], [-8.1850, 1.1016, -2.1656], [-7.8671, 0.8675, -3.8971], [-6.5933, 0.5790, -2.6912], [-7.8551, 3.3077, -3.3058], [-6.2479, 2.7882, -3.8467], [-5.7031, 2.5474, -1.6278], [-12.3667, -6.5449, -0.6187], [-10.9730, -7.0418, -0.2869], [-9.9998, -6.2825, -0.9901], [-12.5539, -6.6183, -1.6930], [-13.1255, -7.1253, -0.0878], [-12.4762, -5.4910, -0.3469], [-10.8607, -8.0882, -0.5794], [-10.7746, -6.9603, 0.7872], [-10.0984, -5.3550, -0.7193], [15.7153, 5.7623, -4.0724], [14.4175, 5.9997, -3.3260], [14.5418, 5.5683, -1.9754], [15.9813, 4.7025, -4.0508], [15.6319, 6.0839, -5.1132], [16.5381, 6.3074, -3.6009], [13.6031, 5.4368, -3.7863], [14.1503, 7.0615, -3.3331], [15.2571, 6.0760, -1.5717], [-11.7319, 2.7203, -0.2954], [-10.7159, 2.0013, -1.1605], [-11.0780, 0.6323, -1.3116], [-11.7979, 2.2503, 0.6890], [-11.4617, 3.7710, -0.1671], [-12.7287, 2.6657, -0.7427], [-9.7275, 2.0399, -0.6999], [-10.6529, 2.4604, -2.1526], [-11.9494, 0.6069, -1.7270]], "mulliken_charge": [-1.217, -0.288, -1.048, 2.506, -1.066, 0.006, -0.073, -1.206, -1.402, -1.324, 0.146, -0.439, -1.077, 0.069, 4.079, -2.506, -0.116, -0.545, -0.407, -1.555, -0.156, -1.223, -0.115, -1.680, -0.503, -0.499, -0.804, -0.325, -0.523, -0.401, -0.391, -0.648, -0.447, -0.032, -0.501, -0.280, -0.556, 1.783, -0.765, -0.706, 0.276, 0.137, 0.406, 0.115, 0.582, 0.560, 0.090, 0.706, 0.405, 0.020, 0.285, 0.307, 0.205, 0.324, 0.304, 0.443, 0.281, 0.476, 1.056, 0.364, 0.907, 0.417, 0.310, 0.193, -0.030, 0.337, 0.440, 0.149, 0.280, 0.469, 0.472, 0.270, 0.308, 0.418, 0.226, 0.366, 0.333, 0.312, 0.052, 0.300, 0.233, 0.218, 0.309, 0.210, 0.195, 0.339, -0.209, 0.948, -1.150, -0.101, -0.516, 0.278, 0.405, 0.230, 0.281, 0.285, 0.371, -0.942, -0.275, -0.600, 0.273, 0.375, 0.198, 0.314, 0.276, 0.281, -0.825, -0.226, -0.518, 0.257, 0.348, 0.164, 0.310, 0.226, 0.218, -0.789, -0.325, -0.489, 0.060, 0.356, 0.327, 0.298, 0.283, 0.275, -1.003, -0.162, -0.430, 0.249, 0.348, 0.298, 0.307, 0.245, 0.301, -1.075, -0.103, -0.530, 0.301, 0.316, 0.317, 0.230, 0.257, 0.298, -1.210, -0.089, -0.426, 0.305, 0.337, 0.358, 0.274, 0.226, 0.245]}


# 3
{"formula": "C4H11N3O2", "method": "ωB97M-V with the def2-TZVPD basis set", "multiplicity": 2, "charge": 1, "de_lowest_kcal_mol": 97.3, "homo_lumo_gap_ha": [0.360, 0.208], "lumo_ev": [-4.19, -8.34], "species": ["C", "C", "O", "O", "H", "H", "H", "C", "C", "N", "N", "N", "H", "H", "H", "H", "H", "H", "H", "H"], "xyz": [[0.6283, -2.6881, -2.8916], [0.1991, -1.4894, -2.0381], [-0.7428, -0.8584, -1.7530], [1.3602, -0.8581, -1.5695], [1.7600, -2.8747, -3.1428], [-0.0635, -2.8985, -3.6853], [0.6929, -3.3640, -2.0242], [0.2346, 0.2096, 2.6342], [-0.7975, 1.7932, 1.1286], [-0.3748, 2.1177, -0.1665], [-0.6353, 0.4487, 1.4915], [-1.4300, 2.7696, 1.8292], [-0.0669, 3.0810, -0.4013], [-0.8128, 1.5870, -0.9725], [-0.4660, -0.2831, 0.6546], [-1.8306, 2.5554, 2.7990], [1.1823, 0.0745, -1.1258], [-0.2375, 0.8777, 3.5128], [1.3169, 0.6032, 2.6828], [0.0835, -0.8033, 3.0381]], "mulliken_charge": [-0.985, 0.841, -0.549, -0.501, 0.303, 0.312, 0.284, -0.855, 0.544, -0.388, -0.070, -0.409, 0.264, 0.301, 0.285, 0.332, 0.316, 0.290, 0.310, 0.375]}


# 4
{"formula": "C11H13NO6S", "method": "ωB97M-V with the def2-TZVPD basis set", "multiplicity": 1, "smiles": "CCOC(=O)CNS(=O)(=O)c1ccc(C(=O)O)cc1", "homo_lumo_gap_ha": 0.356, "lumo_ev": -0.24, "species": ["C", "C", "H", "H", "O", "C", "O", "C", "N", "S", "O", "O", "C", "C", "C", "C", "C", "C", "H", "H", "C", "O", "O", "H", "H", "H", "H", "H", "H", "H", "H", "H"], "xyz": [[-4.1025, -1.1189, 1.3969], [-4.5428, -0.4150, 0.1235], [-5.1288, -1.0794, -0.5166], [-5.1159, 0.4895, 0.3506], [-3.3970, -0.0473, -0.6544], [-2.9443, 1.1987, -0.5509], [-3.5002, 2.1020, 0.0088], [-1.6264, 1.3417, -1.3159], [-0.9034, 0.0956, -1.4163], [-0.5510, -0.6017, 0.0856], [-0.8498, -2.0001, 0.0084], [-1.1224, 0.1863, 1.1376], [1.2248, -0.3770, 0.0993], [1.7596, 0.7210, 0.7454], [3.1279, 0.9260, 0.7170], [3.9435, 0.0246, 0.0365], [3.3892, -1.0816, -0.6071], [2.0220, -1.2823, -0.5760], [1.5591, -2.1317, -1.0516], [4.0478, -1.7653, -1.1208], [5.4168, 0.2045, -0.0237], [6.1690, -0.5355, -0.6041], [5.8457, 1.2873, 0.6374], [6.8111, 1.3556, 0.5679], [3.5697, 1.7739, 1.2160], [1.0962, 1.3882, 1.2725], [-1.3941, -0.5870, -1.9768], [-1.8320, 1.7267, -2.3183], [-1.0045, 2.0632, -0.7838], [-3.4971, -0.4447, 1.9975], [-4.9744, -1.4305, 1.9652], [-3.4959, -1.9869, 1.1501]], "mulliken_charge": [-0.963, -0.312, 0.272, 0.348, -0.293, 0.799, -0.619, -0.705, -0.346, 1.634, -0.732, -0.658, 0.201, -0.364, -0.863, 0.364, -0.822, -0.513, 0.445, 0.432, 0.530, -0.579, -0.448, 0.355, 0.434, 0.520, 0.365, 0.408, 0.235, 0.222, 0.427, 0.229]}


# 5
{"formula": "CH8N2S2", "method": "ωB97M-V with the def2-TZVPD basis set", "multiplicity": 1, "smiles": "NCN.SS", "de_lowest_kcal_mol": 39.7, "homo_lumo_gap_ha": 0.295, "lumo_ev": -0.82, "species": ["S", "S", "H", "H", "N", "C", "N", "H", "H", "H", "H", "H", "H"], "xyz": [[-2.5155, -1.4972, -0.8299], [-0.6604, -2.5183, -0.6782], [-2.1698, -0.4284, -0.0902], [0.5058, -2.2109, -0.1006], [1.2971, 0.0604, 0.8348], [0.2608, 1.0094, 0.5013], [0.3344, 1.4999, -0.8511], [1.2403, -0.8287, 0.3600], [1.3596, -0.0651, 1.8342], [-0.7016, 0.4810, 0.5852], [0.1665, 1.8435, 1.1873], [1.2494, 1.5083, -1.2713], [-0.3665, 1.1461, -1.4815]], "mulliken_charge": [-0.102, -0.130, 0.144, 0.057, -0.486, -0.023, -0.487, 0.090, 0.247, -0.095, 0.316, 0.240, 0.227]}


# 6
{"formula": "C4H6N2O3", "method": "ωB97M-V with the def2-TZVPD basis set", "multiplicity": 1, "smiles": "Cc1co/c(=N\\O)n1O", "de_lowest_kcal_mol": 179.3, "homo_lumo_gap_ha": 0.349, "lumo_ev": 0.54, "species": ["C", "C", "C", "C", "H", "H", "H", "H", "H", "H", "N", "N", "O", "O", "O"], "xyz": [[-2.3014, -0.0940, -0.1903], [-0.7779, -0.3261, -0.1120], [-0.0187, -1.3402, 0.1607], [1.4130, 0.3059, -0.2246], [-2.9172, -1.1141, 0.1405], [-2.6941, 0.2394, -1.2471], [-2.3729, 0.9096, 0.3549], [-0.0937, -2.4717, 0.6380], [3.1903, -0.9372, -0.2334], [-0.4699, 2.5703, 0.3388], [2.4927, 0.9387, -0.2748], [-0.0137, 0.7437, -0.4406], [1.3384, -1.0879, 0.3595], [3.4498, 0.0053, 0.0236], [-0.2247, 1.6582, 0.7069]], "mulliken_charge": [-1.010, 0.466, -0.214, 0.611, 0.271, 0.245, 0.282, 0.273, 0.398, 0.349, -0.366, -0.081, -0.416, -0.349, -0.461]}